Molecular formula: C7H15N2O
Method: DFT, wB97M-V/def2-TZVPD

The geometry in XYZ format:
```
25
Properties=species:S:1:pos:R:3
C 2.12787 -0.81140 -0.75016
C 1.29146 0.93762 0.84293
C -0.20209 0.83300 0.23319
C -3.26086 -0.26429 -0.72683
C 3.56313 0.76325 -0.03879
C -1.05148 -1.22912 1.20242
C -1.79967 -0.63072 -1.08972
N 2.20641 0.19628 -0.03192
N -0.70163 -0.51983 0.00132
O 1.99785 -1.58810 -1.53826
H 1.43679 1.96149 0.81641
H 1.29558 0.59253 1.94743
H -0.83318 1.66851 0.75680
H -0.17424 1.27422 -0.75009
H -3.81318 -0.09365 -1.67049
H -3.79143 -1.04228 -0.24935
H -3.13463 0.52159 -0.07815
H 4.10700 0.33173 -0.80276
H 3.45388 1.82348 -0.18425
H 4.08514 0.59935 0.88458
H -1.79017 -0.57717 1.80251
H -1.60816 -2.22587 1.05640
H -0.18274 -1.26323 1.82480
H -1.59050 0.23555 -1.64061
H -1.63119 -1.49293 -1.81741
```

Properties
- energy relative to the best compared isomer or geometry (same formula, charge and spin) (eV) = 2.804
- LUMO energy (spin up / spin down) (eV) = -2.73 / -7.60
- multiplicity = 3
- energy (Eh) = -459.966884
- expectation value of S² = 2.0086
- F_max (eV/A) = 10.5
- net charge = +1

Atom charges from the Löwdin analysis, given in e for atoms 1 to 5: C -0.372; C -0.083; C -0.109; C -0.030; C 0.004